[1]
Molecular formula: C7H8BrNO3
Method: DFT, ωB97M-V/def2-TZVPD

Structure (XYZ):
```
20
Properties=species:S:1:pos:R:3:forces:R:3
C -2.8599 0.7832 1.7976 2.5 1.5 -0.2
O -2.3809 -0.4987 1.5830 -0.2 -1.2 0.4
C -1.4215 -0.6396 0.6661 -0.2 0.5 -1.0
C -0.7992 0.3243 -0.0469 0.1 -1.3 -0.6
C 0.0838 0.0507 -1.2897 1.3 1.1 2.5
C 0.7726 -1.2641 -1.3121 0.3 -1.7 -1.2
C 2.0413 -1.3551 -0.8759 -2.8 3.2 -0.3
C 2.7159 -0.1964 -0.3961 1.9 -0.1 1.3
Br 4.3757 -0.2924 0.5629 -0.8 -0.2 -0.4
N 2.2836 1.0010 -0.5744 -1.2 1.1 -0.5
O 2.7126 2.0966 -0.2463 0.4 -0.3 0.2
O 1.1364 1.1012 -1.3902 0.0 -0.1 0.3
H -2.9918 1.2003 0.7529 -0.3 0.3 1.5
H -1.9932 1.2816 2.3931 -1.7 0.1 -1.1
H -3.7327 0.7215 2.4127 -0.6 0.1 0.1
H -1.4316 -1.6874 0.4754 1.0 -0.7 -0.5
H -1.0009 1.3588 0.1404 0.1 0.4 0.0
H -0.3362 0.4209 -2.1730 -1.6 -0.5 -1.4
H 0.3453 -2.1814 -1.8016 0.0 1.1 0.8
H 2.4807 -2.2251 -0.6779 1.9 -3.5 0.1
```
Positions in Å, forces in eV/Å.

The SMILES is CO/C=C/[C@@H]1C=CC(Br)=[N+]([O-])O1. The frontier orbital gap (spin up / spin down) is 8.563 / 8.563 eV.

[2]
Molecular formula: C7H8ClNO4S
Method: DFT, ωB97M-V/def2-TZVPD

Structure (XYZ):
```
22
Properties=species:S:1:pos:R:3:forces:R:3
C -1.3889 1.0968 -1.2552 -1.2 -2.1 -0.6
C -0.8062 0.3038 -0.0001 -3.5 1.6 2.9
C 0.4951 1.0275 0.2812 -1.7 -0.3 -0.7
N 0.3671 2.3257 0.9915 0.6 0.4 -0.1
O 1.3145 3.0763 1.1269 0.7 -0.8 -0.5
O -0.7304 2.6146 1.3962 -1.0 -0.4 0.1
C 1.5148 0.6160 -0.4390 1.6 0.5 0.6
C 1.5000 -0.6773 -1.1201 0.6 -0.2 -0.9
C 0.4708 -1.5473 -0.9072 2.3 -2.1 -3.7
C -0.6631 -1.2155 -0.0866 0.4 0.8 1.7
S -0.1406 -1.7256 1.6737 -3.3 -0.5 1.1
O -1.3941 -2.0479 2.3453 1.5 0.0 -0.9
O 0.7241 -0.8124 2.3123 1.0 0.9 0.2
Cl 0.9708 -3.4077 1.4640 -0.1 -0.4 -0.3
H -2.4878 1.0106 -1.6490 1.8 -0.1 1.5
H -0.7952 0.7157 -2.0723 0.3 0.1 -0.6
H -1.1324 2.1174 -1.1380 -0.1 1.0 0.2
H -1.5451 0.4519 0.9241 1.5 0.0 -1.9
H 2.4332 1.1873 -0.4379 0.1 0.0 0.0
H 2.4433 -0.7935 -1.8080 -2.2 -0.5 1.4
H 0.4795 -2.5672 -1.4562 0.1 1.8 1.1
H -1.6296 -1.7494 -0.1454 0.7 0.2 -0.5
```
Positions in Å, forces in eV/Å.

The SMILES is C[C@@H]1C([N+](=O)[O-])=CC=C[C@H]1S(=O)(=O)Cl. The frontier orbital gap is 8.433 eV.

[3]
Molecular formula: C7H8ClNO5S
Method: DFT, ωB97M-V/def2-TZVPD

Structure (XYZ):
```
23
Properties=species:S:1:pos:R:3:forces:R:3
C 3.3837 0.1654 -1.1426 -0.5 1.5 0.1
O 2.7379 -1.0329 -0.8550 -1.7 -2.2 -0.3
C 1.5137 -1.0069 -0.2897 0.1 0.8 1.7
C 0.7518 -2.0874 -0.0031 3.0 -1.5 -3.8
C -0.5146 -2.2054 0.5945 1.0 -1.1 0.5
C -1.3249 -1.3924 1.2465 -0.7 1.2 -0.7
C -1.5361 0.0126 1.3296 -0.3 1.2 0.8
C -1.7865 1.0950 0.5787 0.5 -1.4 -2.3
N -1.8479 2.3882 1.1387 0.1 0.8 -0.4
O -1.7466 2.5047 2.3309 -0.3 0.9 0.5
O -1.9291 3.2713 0.2748 0.2 0.1 1.9
S -1.6558 1.4285 -1.2254 0.6 -1.2 -0.1
O -0.2753 1.7262 -1.4429 -0.1 0.2 -0.1
O -2.7196 2.1481 -1.8138 -0.4 0.0 -0.2
Cl -1.9041 -0.4542 -2.0338 0.0 0.0 0.4
H 4.4170 -0.0872 -1.3293 0.1 -0.1 -0.7
H 3.4427 0.6670 -0.1724 -0.2 0.9 -0.4
H 2.8573 0.7638 -1.9815 1.0 -0.9 1.5
H 1.2532 -0.0748 0.2267 0.0 0.2 -0.6
H 1.2057 -3.0534 -0.5018 -1.1 1.7 1.2
H -0.6873 -3.2531 0.7602 -0.5 -0.3 0.2
H -1.9554 -1.8571 1.9387 -1.1 -0.9 0.9
H -1.6799 0.3340 2.3719 0.1 -0.1 -0.1
```
Positions in Å, forces in eV/Å.

The SMILES is CO/C=C/C=C\C=C(\[N+](=O)[O-])S(=O)(=O)Cl. The frontier orbital gap is 7.252 eV.

[4]
Molecular formula: C7H8F2O
Method: DFT, ωB97M-V/def2-TZVPD

Structure (XYZ):
```
18
Properties=species:S:1:pos:R:3:forces:R:3
C 2.0514 -0.1822 -0.6257 1.9 -0.8 0.8
C 0.5985 0.1218 -0.5908 -2.1 -0.4 -1.0
C -0.2100 -1.1617 -0.3557 0.8 -0.4 -1.9
C -1.4846 -1.0801 0.3209 -1.9 0.8 0.9
C -2.0958 0.0289 0.8166 1.2 -0.1 -1.8
C -1.4641 1.3092 0.5279 2.4 1.2 -0.1
O -1.9681 2.4062 0.3460 0.7 -2.0 0.4
C 0.1743 1.1027 0.4804 0.5 1.9 -0.2
F 0.7347 0.6664 1.6804 -1.0 0.7 -0.6
F 0.7455 2.3769 0.1922 -0.7 -1.8 0.6
H 2.5815 -0.5504 0.2906 -1.1 0.9 0.1
H 2.4657 0.7465 -0.9104 1.4 0.8 -0.4
H 2.4319 -0.9969 -1.2553 -0.9 0.4 -0.8
H 0.2824 0.6570 -1.5518 0.4 -0.9 1.0
H 0.3270 -1.7672 0.3418 1.0 -0.6 0.4
H -0.2999 -1.8588 -1.2864 0.1 1.4 1.4
H -1.8135 -2.1005 0.4199 -1.2 0.0 0.4
H -3.0569 0.2819 1.1595 -1.4 -1.1 0.8
```
Positions in Å, forces in eV/Å.

The SMILES is C[C@H]1CC=CC(=O)C1(F)F. The frontier orbital gap is 9.933 eV.

For the records above, the corresponding electronic energy values read -3125.8084 -1485.4471 -1560.6163 -546.4490 a.u..